Molecular formula: C4H2I3N4
Method: DFT, wB97M-V/def2-TZVPD

## Properties
maximum force = 0.0598 hartree/bohr
HOMO-LUMO gap = 7.54 eV
total charge = -1

Element x y z (Å)
C  1.29583  0.78988  0.44767
C  -0.72221  -0.04699  -0.55619
C  -1.98348  -0.12025  -0.16343
C  0.45291  -0.54504  0.16572
N  2.68000  2.08288  1.30218
N  2.26128  0.83183  1.36601
N  1.10901  1.95696  -0.16433
N  2.00532  2.74497  0.41252
I  -3.52176  0.90182  -1.20045
I  -2.64251  -1.17234  1.54398
I  1.57634  -1.92319  -1.10422
H  -0.48788  0.53089  -1.44262
H  0.25975  -1.08053  1.08956

Molecular formula: C4H2INO2
Method: DFT, wB97M-V/def2-TZVPD

## Properties
energy above the lowest of the compared OMol25 structures with the same formula, charge and spin = 61.2 kcal/mol
maximum force = 0.0963 hartree/bohr
HOMO-LUMO gap = 8.53 eV
total charge = 0

Element x y z (Å)
C  -0.24493  0.02707  -1.25440
C  -1.14917  -1.18557  0.76384
C  -0.82742  -0.64385  -0.40391
C  1.63781  0.53755  0.70959
N  0.15873  0.39340  -2.36700
O  2.45305  1.22813  0.36354
O  -1.15156  -0.49616  2.00249
I  1.16913  2.09952  -2.75403
H  -1.54935  -2.15555  1.00427
H  -0.49630  0.19546  1.93561

Molecular formula: C4H2INOS
Method: DFT, wB97M-V/def2-TZVPD

## Properties
energy above the lowest of the compared OMol25 structures with the same formula, charge and spin = 77.1 kcal/mol
maximum force = 0.0877 hartree/bohr
HOMO-LUMO gap (spin up / spin down) = 5.86 / 6.72 eV
total charge = 0

Element x y z (Å)
C  -1.67686  0.02208  0.18444
C  -0.99106  -0.24655  -0.78894
C  0.71171  -0.09490  2.15443
C  -0.03127  -0.45923  -1.74949
N  0.18996  -0.71041  2.96726
O  1.06571  0.74837  1.28432
S  2.04809  0.35885  0.01020
I  0.03340  0.94852  -3.24785
H  -2.08729  0.51677  1.00607
H  0.73759  -1.08349  -1.82042

Molecular formula: C4H2N2
Method: DFT, wB97M-V/def2-TZVPD

## Properties
energy above the lowest of the compared OMol25 structures with the same formula, charge and spin = 13.8 kcal/mol
SMILES string = C=C(C#N)C#N
maximum force = 0.1048 hartree/bohr
HOMO-LUMO gap = 9.89 eV
total charge = 0

Element x y z (Å)
C  -0.69108  -0.62688  0.74628
C  0.12654  0.18117  -0.01631
C  1.43800  -0.35230  -0.25480
N  2.50144  -0.90251  -0.30538
C  -0.40377  1.32575  -0.84219
N  -0.90431  2.16062  -1.51509
H  -1.77692  -0.33038  0.86343
H  -0.28990  -1.45547  1.32406

Molecular formula: C4H2N2S
Method: DFT, wB97M-V/def2-TZVPD

## Properties
energy above the lowest of the compared OMol25 structures with the same formula, charge and spin = 92.9 kcal/mol
maximum force = 0.0816 hartree/bohr
HOMO-LUMO gap = 6.86 eV
total charge = 0

Element x y z (Å)
C  -0.42248  0.80184  -2.27761
C  0.66297  -0.24023  1.18392
C  -0.54325  1.68605  -1.28998
C  0.13873  -1.43670  1.46837
N  -0.29281  -0.01105  -3.09538
N  0.98902  0.82080  0.77516
S  -0.14673  2.13512  0.15173
H  -0.22306  -2.01517  0.67594
H  -0.16237  -1.74065  2.40786

Molecular formula: C4H2N2S
Method: DFT, wB97M-V/def2-TZVPD

## Properties
energy above the lowest of the compared OMol25 structures with the same formula, charge and spin = 177.2 kcal/mol
maximum force = 0.1000 hartree/bohr
HOMO-LUMO gap (spin up / spin down) = 7.66 / 7.66 eV
total charge = 0

Element x y z (Å)
C  -0.14411  0.16291  1.80979
C  -1.15022  -0.20323  0.95188
C  1.10375  0.43991  1.45482
C  -0.66536  -0.39466  -1.81586
N  1.01789  0.19891  0.16975
N  -0.27646  -0.15362  -0.05388
S  -2.10216  -0.88874  -2.22655
H  1.95071  0.80404  2.03904
H  0.26597  0.03448  -2.32898

Molecular formula: C4H2N4OS
Method: DFT, wB97M-V/def2-TZVPD

## Properties
energy above the lowest of the compared OMol25 structures with the same formula, charge and spin = 7.9 kcal/mol
maximum force = 0.0681 hartree/bohr
HOMO-LUMO gap = 7.84 eV
total charge = 0

Element x y z (Å)
C  1.09855  -1.30614  0.01118
C  1.68911  0.90838  -0.10679
C  -0.48412  0.58212  0.04372
C  -0.30645  -0.85209  -0.04491
H  2.44110  1.67291  -0.15793
H  -2.34126  1.67416  0.24324
N  2.05520  -0.29408  -0.13217
N  0.40898  1.55147  0.07899
N  -1.86486  0.78965  0.06097
N  -1.36202  -1.58433  -0.02254
O  1.33698  -2.44814  0.10707
S  -2.67121  -0.69390  -0.08084

Molecular formula: C4H2N4S2
Method: DFT, wB97M-V/def2-TZVPD

## Properties
energy above the lowest of the compared OMol25 structures with the same formula, charge and spin = 0.0 kcal/mol
SMILES string = S=C1Nc2n[nH]nc2C1=S
maximum force = 0.0971 hartree/bohr
HOMO-LUMO gap (spin up / spin down) = 6.79 / 6.79 eV
total charge = 0

Element x y z (Å)
S  2.75934  -0.41451  -3.25215
C  1.38497  -0.31800  -2.34737
N  1.42605  -0.03660  -1.01312
C  0.18948  -0.02462  -0.42740
N  -0.29703  0.14935  0.78973
N  -1.60544  -0.00986  0.59814
N  -1.99732  -0.27901  -0.63370
C  -0.87351  -0.28727  -1.30553
C  0.05208  -0.52289  -2.87201
S  -0.56043  -0.85822  -4.30476
H  2.29779  0.12641  -0.53206
H  -2.25210  0.02301  1.37168

Molecular formula: C4H2NO3
Method: DFT, wB97M-V/def2-TZVPD

## Properties
energy above the lowest of the compared OMol25 structures with the same formula, charge and spin = 3.4 kcal/mol
SMILES string = O=c1ccoc([O-])n1
maximum force = 0.0840 hartree/bohr
HOMO-LUMO gap = 8.64 eV
total charge = -1

Element x y z (Å)
O  0.38216  -2.56185  0.03998
C  0.41067  -1.35269  -0.01333
C  -1.13641  -0.51937  -0.06254
C  -1.03363  0.79029  0.01585
O  0.14242  1.46880  0.01965
C  1.37114  0.78584  -0.00081
O  2.34481  1.51455  0.00270
N  1.43661  -0.53728  -0.01346
H  -2.04882  -1.08068  -0.06931
H  -1.86893  1.49238  0.08127

Molecular formula: C4H2O
Method: DFT, wB97M-V/def2-TZVPD

## Properties
energy above the lowest of the compared OMol25 structures with the same formula, charge and spin = 72.1 kcal/mol
maximum force = 0.0205 hartree/bohr
HOMO-LUMO gap (spin up / spin down) = 7.25 / 7.24 eV
total charge = 0

Element x y z (Å)
C  -1.93161  -1.05584  0.08721
C  2.48393  -0.26006  -0.25773
C  -1.21251  0.02251  0.03543
C  -0.25689  0.82434  0.04886
O  3.49658  0.05813  0.12958
H  -2.97277  -1.23550  -0.05961
H  0.39326  1.64641  0.01626

Molecular formula: C4H2O2
Method: DFT, wB97M-V/def2-TZVPD

## Properties
energy above the lowest of the compared OMol25 structures with the same formula, charge and spin = 86.3 kcal/mol
maximum force = 0.0125 hartree/bohr
HOMO-LUMO gap = 9.45 eV
total charge = 0

Element x y z (Å)
O  -2.96036  -0.66511  0.01989
C  -1.88648  -1.01919  -0.40680
C  -0.63002  -0.37516  -0.05128
C  0.42371  0.11289  0.25765
C  2.16323  1.54958  -0.01273
O  1.58625  0.57214  0.69589
H  -1.78348  -1.87926  -1.09192
H  3.08715  1.70410  0.58932

Molecular formula: C4H2O2
Method: DFT, wB97M-V/def2-TZVPD

## Properties
energy above the lowest of the compared OMol25 structures with the same formula, charge and spin = 9.9 kcal/mol
SMILES string = C#CC(=O)C=O
maximum force = 0.0140 hartree/bohr
HOMO-LUMO gap = 9.51 eV
total charge = 0

Element x y z (Å)
C  -1.42120  -0.36673  -1.49028
C  -0.87383  -0.38565  -0.41726
C  -0.02300  -0.35631  0.75557
O  -0.18231  -1.00112  1.76723
C  1.18041  0.58488  0.62916
O  1.05093  1.77491  0.49682
H  -1.91162  -0.36927  -2.44499
H  2.17891  0.11667  0.70002

Number 1: DFT total energy -34442.6662 eV. Number 2: DFT total energy -17862.0477 eV. Number 3: DFT total energy -26647.0437 eV. Number 4: DFT total energy -7158.3116 eV. Number 5: DFT total energy -17990.8045 eV. Number 6: DFT total energy -17987.1515 eV. Number 7: DFT total energy -23022.0902 eV. Number 8: DFT total energy -31808.1507 eV. Number 9: DFT total energy -11814.0760 eV. Number 10: DFT total energy -6221.7351 eV. Number 11: DFT total energy -8268.7848 eV. Number 12: DFT total energy -8272.0980 eV.